Molecular formula: C20H41N4O16P3
Method: DFT, ωB97M-V with the def2-TZVPD basis set

Results
Charge = 0
SMILES = CCCCN[C@@H](C#N)[C@](C#N)(PP(=O)(O)O)P(N)O.COC(=O)OC.COC(=O)OC.COC(=O)OC.COC(=O)OC
E_LUMO = 0.2 eV
E = -3233.724931 hartree
HOMO-LUMO gap = 9.75 eV

```
84
Properties=species:S:1:pos:R:3:forces:R:3:lowdin_charge:R:1
C 5.3836 0.9361 1.7619 0.0 -0.3 0.2 -0.106
C 4.8368 0.0371 0.6564 0.3 0.1 -0.3 -0.253
C 4.3495 0.7303 -0.6335 -0.3 -0.2 0.2 -0.186
C 3.6348 2.0689 -0.4890 -0.2 -0.2 -0.3 -0.204
N 2.1957 1.9047 -0.1671 0.4 0.5 0.2 -0.030
C 1.9208 1.8978 1.2615 -0.1 -0.5 -0.3 -0.410
C 2.0903 3.2086 1.9100 0.1 0.1 0.2 -0.206
N 2.2924 4.2081 2.4374 0.0 0.0 -0.1 0.190
C 0.5012 1.2783 1.5287 0.2 0.5 0.2 -0.705
C 0.0734 1.5786 2.8853 0.1 0.2 0.3 -0.339
N -0.2832 1.9181 3.9267 0.0 -0.2 -0.2 0.201
P 0.7791 -0.5601 1.4286 0.4 -0.4 0.6 0.930
P -1.0070 -1.4384 0.5574 -0.5 0.1 0.1 0.235
O -2.2574 -0.7202 0.8159 0.1 0.2 -0.2 -0.319
O -0.6838 -1.7150 -0.9758 -0.4 -0.2 0.0 -0.176
O -1.0445 -2.9046 1.2095 0.8 0.1 0.1 -0.174
P -0.8064 1.9627 0.3210 -0.5 -0.2 -0.9 0.854
N -0.2922 3.5814 0.1301 -0.2 -0.2 0.3 -0.143
O -2.0937 2.0810 1.3053 0.1 0.3 0.1 -0.310
H 6.3855 1.2943 1.5272 -0.1 0.2 -0.1 0.079
H 4.7541 1.7901 2.0020 0.0 0.1 0.0 0.047
H 5.4760 0.3553 2.6814 0.0 0.0 0.0 0.076
H 4.0608 -0.6267 1.0405 -0.1 0.1 0.1 0.078
H 5.6560 -0.6220 0.3634 -0.1 -0.2 0.0 0.104
H 3.6223 0.0678 -1.1094 0.1 -0.1 -0.2 0.090
H 5.1669 0.8241 -1.3488 0.1 0.2 0.1 0.111
H 3.6643 2.5685 -1.4573 0.0 0.0 0.0 0.120
H 4.1336 2.7413 0.2129 0.0 0.0 0.1 0.106
H 1.7220 2.7154 -0.5520 -0.2 -0.1 0.0 0.078
H 2.6500 1.2321 1.7333 0.1 0.1 0.1 0.109
H 1.6455 -0.6133 0.3235 -0.2 0.1 -0.3 -0.061
H -1.5392 -1.8048 -1.4301 0.2 0.0 -0.3 0.103
H -0.5228 -2.9066 2.0259 -0.2 -0.2 0.0 0.054
H -0.6035 4.2021 0.8745 0.3 0.1 0.0 0.058
H -0.6992 3.9303 -0.7310 0.0 0.1 0.0 0.037
H -1.9911 2.7602 1.9915 -0.2 -0.2 0.1 0.063
C -4.7604 3.0889 -0.9823 0.1 -0.2 0.0 -0.032
O -5.2778 4.3939 -1.2627 0.0 0.1 0.1 0.013
C -4.4836 5.3776 -0.8526 0.0 0.0 -0.1 -0.624
O -3.4070 5.2430 -0.3235 0.1 0.0 0.0 0.099
O -5.0693 6.5384 -1.1322 0.0 0.0 0.0 0.009
C -4.3180 7.6910 -0.7416 0.0 0.1 0.0 -0.037
H -5.4720 2.3711 -1.3774 -0.1 0.1 -0.1 0.096
H -3.7973 2.9579 -1.4719 0.0 0.0 0.1 0.090
H -4.6493 2.9427 0.0896 0.1 0.0 0.0 0.092
H -3.3608 7.7183 -1.2583 0.0 0.0 0.0 0.096
H -4.1584 7.6982 0.3345 0.0 0.0 0.0 0.098
H -4.9162 8.5494 -1.0305 -0.1 0.0 0.0 0.094
C 3.5306 -0.3182 -6.1443 0.1 0.1 -0.1 -0.039
O 3.8074 -0.9295 -4.8816 0.0 0.0 0.0 0.002
C 2.7516 -1.5117 -4.3136 0.0 0.0 0.0 -0.625
O 1.6393 -1.5516 -4.7693 0.0 0.0 0.0 0.128
O 3.1407 -2.0388 -3.1543 0.0 0.0 0.0 0.001
C 2.0942 -2.6951 -2.4317 0.0 -0.1 0.2 -0.042
H 4.4697 0.1089 -6.4823 0.0 0.0 0.1 0.093
H 3.1832 -1.0591 -6.8612 -0.1 0.0 0.0 0.098
H 2.7857 0.4673 -6.0353 -0.1 0.0 0.0 0.097
H 1.6936 -3.5299 -3.0049 0.0 0.0 -0.1 0.103
H 1.3000 -1.9969 -2.1842 0.0 0.0 -0.1 0.067
H 2.5471 -3.0725 -1.5175 0.1 0.0 0.0 0.091
C 1.0869 -5.3024 0.0073 -0.2 0.1 0.1 -0.046
O 2.3837 -5.8980 -0.0615 0.0 0.1 0.0 0.004
C 2.4575 -6.9514 -0.8760 0.1 0.0 0.0 -0.625
O 1.5520 -7.4028 -1.5254 0.0 0.0 0.0 0.129
O 3.7061 -7.4120 -0.8470 0.0 0.0 0.0 0.006
C 3.9313 -8.5506 -1.6831 0.1 -0.1 0.0 -0.037
H 1.1602 -4.4680 0.6975 0.2 0.0 0.0 0.077
H 0.7756 -4.9379 -0.9699 0.0 -0.1 0.0 0.088
H 0.3558 -6.0134 0.3865 0.0 0.0 -0.1 0.104
H 3.7332 -8.3065 -2.7246 -0.1 0.0 0.0 0.098
H 3.3042 -9.3837 -1.3731 -0.1 0.0 0.0 0.098
H 4.9778 -8.8107 -1.5583 0.0 0.1 0.0 0.093
C -8.2953 0.1132 3.8737 -0.1 0.0 0.0 -0.047
O -7.0121 0.7243 4.0079 0.0 0.0 0.0 -0.002
C -5.9890 -0.0792 3.6976 0.0 0.0 0.0 -0.627
O -6.0876 -1.2220 3.3334 0.0 0.0 0.0 0.123
O -4.8628 0.6010 3.8638 0.0 0.0 0.0 0.010
C -3.6693 -0.1344 3.5480 0.1 0.0 0.0 -0.035
H -9.0199 0.8717 4.1549 0.1 0.0 0.0 0.091
H -8.4681 -0.1982 2.8453 0.0 -0.1 0.0 0.096
H -8.3845 -0.7449 4.5372 0.0 0.0 0.0 0.096
H -3.6584 -0.4362 2.5062 -0.1 0.0 0.0 0.064
H -3.5798 -1.0052 4.1971 -0.1 0.0 0.0 0.099
H -2.8412 0.5426 3.7337 -0.1 0.1 0.0 0.073
```
Forces are in eV/Å.

***

Molecular formula: C20H42BO9
Method: DFT, ωB97M-V with the def2-TZVPD basis set

Results
Charge = -1
E_LUMO = 2.1 eV
E = -1489.352324 hartree
HOMO-LUMO gap = 5.77 eV

```
72
Properties=species:S:1:pos:R:3:forces:R:3:lowdin_charge:R:1
C -2.0775 1.5586 2.2297 -0.1 -0.1 0.0 -0.097
O -0.9489 1.4803 1.3746 0.0 0.0 0.1 -0.219
C -0.9450 0.2778 0.6209 0.0 0.0 -0.1 -0.243
C 0.4546 0.0351 0.0753 -0.1 0.1 -0.1 -0.164
C 0.7406 -1.4104 -0.3701 0.1 -0.1 -0.1 -0.194
C -0.4490 -2.1919 -0.9376 -0.1 0.3 0.0 -0.215
C -0.1455 -3.6758 -1.1344 0.0 -0.1 -0.1 -0.207
C -0.1024 -4.5037 0.1557 0.2 0.2 0.2 -0.219
C -1.4404 -5.0578 0.6496 -0.1 -0.1 -0.2 -0.211
C -2.3694 -4.0352 1.3244 -0.1 0.0 0.2 -0.203
C -3.5868 -3.6270 0.4956 -0.1 0.0 -0.1 -0.153
C -4.2915 -2.3566 0.9806 0.3 0.0 0.1 -0.399
C -4.8930 -1.5058 -0.1304 -0.2 0.0 -0.1 -0.250
O -5.7985 -0.6721 0.5169 0.0 -0.3 0.2 -0.138
B -6.4080 -1.5448 1.6028 -0.1 0.2 -0.1 -0.585
O -5.3716 -2.6240 1.8223 0.1 0.0 -0.1 -0.096
H -3.0228 1.5241 1.6770 0.1 0.0 0.0 0.098
H -2.0755 0.7272 2.9431 0.0 0.0 0.0 0.092
H -2.0150 2.4984 2.7778 0.0 0.0 0.0 0.075
H -1.2709 -0.5581 1.2533 0.1 0.0 0.1 0.111
H -1.6775 0.3631 -0.1923 0.0 -0.1 0.0 0.130
H 0.6327 0.7074 -0.7706 -0.1 0.1 0.1 0.103
H 1.1548 0.3350 0.8593 0.1 -0.1 -0.1 0.107
H 1.1826 -1.9696 0.4603 -0.1 0.0 0.0 0.103
H 1.5095 -1.3760 -1.1494 0.1 -0.1 0.1 0.106
H -0.7300 -1.7529 -1.9018 0.0 0.0 0.0 0.118
H -1.3232 -2.0788 -0.2910 0.0 -0.1 -0.1 0.081
H 0.8177 -3.7720 -1.6509 0.0 0.1 0.0 0.104
H -0.8965 -4.1121 -1.8029 0.1 0.0 0.0 0.106
H 0.5952 -5.3361 0.0231 0.0 0.0 -0.1 0.100
H 0.3263 -3.8814 0.9525 0.0 -0.1 0.0 0.100
H -1.2248 -5.8842 1.3327 0.0 0.0 0.0 0.098
H -1.9738 -5.5024 -0.2006 0.1 -0.1 0.0 0.106
H -2.7328 -4.4339 2.2755 0.0 0.0 0.0 0.114
H -1.7890 -3.1405 1.5833 0.0 0.0 0.0 0.092
H -4.3342 -4.4253 0.5185 0.0 0.0 -0.1 0.124
H -3.2891 -3.5052 -0.5566 0.0 0.1 0.0 0.107
H -3.5347 -1.7425 1.5149 0.0 0.1 0.0 0.131
H -5.3948 -2.1905 -0.8485 0.0 0.1 0.0 0.121
H -4.1499 -0.9238 -0.6941 0.1 0.0 0.1 0.107
H -6.6101 -0.8624 2.6168 0.1 0.0 -0.1 0.038
H -7.4667 -2.0725 1.2125 0.1 0.0 0.0 0.042
C 2.3509 3.1290 -3.7623 0.0 0.0 0.0 -0.064
C 1.5136 2.0634 -4.4312 0.0 0.0 0.0 -0.200
O 2.2421 1.3904 -5.4823 0.0 0.0 0.0 0.035
C 3.0827 0.4452 -5.0698 0.0 0.1 0.0 -0.614
O 3.2921 0.1286 -3.9271 0.0 -0.1 0.0 0.120
O 3.6612 -0.1024 -6.1421 0.0 0.0 0.0 0.001
C 4.5774 -1.1593 -5.8388 0.0 0.0 0.0 -0.041
H 2.7250 3.8398 -4.4999 0.0 0.0 0.0 0.080
H 1.7381 3.6712 -3.0412 0.0 0.0 0.0 0.080
H 3.1915 2.6849 -3.2321 0.0 0.0 0.0 0.075
H 0.6550 2.4911 -4.9440 0.0 0.0 0.0 0.123
H 1.1677 1.3195 -3.7148 0.0 0.0 0.0 0.118
H 4.0938 -1.9232 -5.2337 0.0 0.0 0.0 0.096
H 5.4409 -0.7721 -5.3001 0.0 0.0 0.0 0.096
H 4.8784 -1.5631 -6.8005 0.0 0.0 0.0 0.091
C 0.6306 4.2709 2.3966 0.0 0.1 0.0 -0.053
C 1.9477 3.6535 2.0004 0.0 -0.1 0.0 -0.193
O 3.0682 4.5230 2.3015 0.0 0.1 0.0 0.036
C 3.4814 4.5111 3.5599 0.1 -0.1 0.0 -0.616
O 3.0643 3.8208 4.4547 0.0 0.0 0.0 0.121
O 4.4843 5.3938 3.6810 -0.1 0.0 0.0 -0.005
C 5.0451 5.4659 4.9930 0.0 0.0 0.0 -0.049
H 0.5122 5.2546 1.9393 0.0 0.0 0.0 0.083
H -0.1663 3.6187 2.0432 0.0 0.0 0.0 0.052
H 0.5548 4.3740 3.4788 0.0 0.0 0.0 0.082
H 2.0133 3.5124 0.9239 0.0 0.0 0.0 0.123
H 2.1031 2.6953 2.4931 0.0 0.0 0.0 0.122
H 5.3633 4.4817 5.3309 0.0 0.0 0.0 0.094
H 4.3171 5.8636 5.6990 0.0 0.0 0.0 0.096
H 5.8951 6.1363 4.9071 0.0 0.0 0.0 0.090
```
Forces are in eV/Å.

***

Molecular formula: C20H42InN2O4
Method: DFT, ωB97M-V with the def2-TZVPD basis set

Results
Charge = +1
E_LUMO = -5.6 eV
E = -1387.162000 hartree
HOMO-LUMO gap = 5.44 eV

```
69
Properties=species:S:1:pos:R:3:forces:R:3:lowdin_charge:R:1
In 0.1060 -0.1124 1.5370 -1.7 2.4 1.9 1.276
O 0.1341 1.1288 3.8115 -2.3 0.6 -3.6 -0.226
C -0.6994 2.2244 3.3096 0.1 -0.5 0.7 -0.296
C -1.7618 2.1070 2.0676 -1.3 -0.3 -1.1 -0.220
O -1.5792 1.3844 0.8397 -0.1 0.8 7.3 -0.363
H -0.1456 3.1362 3.0859 0.6 -0.2 -0.2 0.081
H -1.3200 2.6302 4.1085 -0.5 -0.8 0.3 0.118
H -1.9596 3.1291 1.7445 0.3 0.5 0.5 0.116
H -2.7325 1.7415 2.4025 0.1 -0.1 1.0 0.106
C -2.3742 -1.9217 -2.1527 0.5 0.5 1.1 0.022
C -2.3559 -1.2912 -0.6880 -1.9 -0.5 -0.6 -0.424
C -3.6578 -1.6978 0.0057 0.3 -2.4 0.3 -0.119
C -3.5643 -3.1561 0.4018 0.6 -1.2 -0.1 -0.180
C -2.3993 -3.4222 1.3226 1.2 0.0 0.0 -0.105
C -1.0127 -3.0391 0.6818 -1.2 -0.5 -0.2 -0.472
N -1.1705 -1.6774 0.1633 -3.1 0.2 2.6 -0.112
O 0.0044 -1.2724 -0.3676 -1.0 -1.8 1.3 -0.218
C 0.0631 -3.0464 1.7635 0.0 -0.4 -0.6 -0.045
C -0.5628 -4.0729 -0.4174 -0.1 -0.1 0.4 0.008
C -2.5352 0.1874 -0.7893 -0.6 0.0 -2.0 -0.063
H -2.9508 -2.8456 -2.1980 0.4 -0.1 0.0 0.080
H -1.3474 -2.0713 -2.4865 -0.1 -0.2 -0.4 0.072
H -2.8535 -1.2340 -2.8495 0.2 0.1 0.2 0.097
H -3.8966 -1.1279 0.9036 0.0 0.4 -0.3 0.139
H -4.4383 -1.7279 -0.7545 -0.2 1.0 0.2 0.138
H -3.3149 -3.7378 -0.4856 -0.5 -0.2 -0.3 0.099
H -4.4824 -3.5831 0.8055 0.0 0.2 0.1 0.128
H -2.2395 -4.4717 1.5698 -0.6 -0.1 0.1 0.125
H -2.5610 -2.8791 2.2538 0.3 0.1 0.2 0.128
H -0.1618 -2.3586 2.5787 -0.2 -0.2 0.4 0.064
H 0.1266 -4.0717 2.1279 0.0 0.1 0.5 0.117
H 1.0522 -2.8326 1.3586 0.1 0.1 -0.1 0.085
H -1.0870 -4.0848 -1.3730 -0.3 0.3 0.2 0.080
H 0.5014 -4.0308 -0.6494 0.2 0.4 0.1 0.090
H -0.6753 -5.0710 0.0059 -0.1 0.0 0.0 0.100
H -3.4275 0.4884 -1.3383 -0.1 -0.8 -0.7 0.114
H -1.6876 0.5535 -1.3686 0.0 0.8 0.3 0.087
H -2.7361 0.6657 0.1694 0.2 -0.7 -0.8 0.059
H 0.0976 -1.8719 -1.1117 0.9 -0.6 0.0 0.075
C 2.0484 2.2521 1.9696 -0.6 0.5 1.0 -0.085
C 2.1761 2.4015 0.4567 1.8 1.6 1.4 -0.444
C 3.7217 2.3052 0.2677 -0.9 -0.3 -1.4 -0.132
C 4.0391 2.1388 -1.1973 1.1 -1.2 -0.8 -0.173
C 3.4257 0.7875 -1.6725 -0.1 2.1 0.1 -0.117
C 1.8847 0.8829 -1.5999 -0.4 -1.4 -2.4 -0.396
N 1.4691 1.3265 -0.2644 3.5 -1.0 0.2 -0.077
O 0.1311 1.3611 -0.0310 3.0 1.1 -3.0 -0.171
C 1.2659 1.7577 -2.8038 -0.2 -0.2 1.9 0.015
C 1.3947 -0.6146 -1.8899 1.2 2.1 -1.3 -0.021
C 1.7141 3.8726 0.1300 -1.1 -1.2 -0.6 0.015
H 2.6091 3.0114 2.5146 0.3 0.5 -0.5 0.116
H 2.4600 1.3748 2.4686 0.0 -0.7 -0.6 0.087
H 1.0658 2.4393 2.4026 0.5 -0.4 -0.9 0.014
H 4.2471 3.1659 0.6816 -0.3 0.0 0.2 0.132
H 4.0511 1.3884 0.7567 0.2 0.1 0.3 0.122
H 5.1142 2.0068 -1.3193 0.2 0.2 0.1 0.114
H 3.8180 2.9854 -1.8473 -0.5 0.0 0.1 0.115
H 3.8886 0.0351 -1.0340 -0.5 -0.3 0.2 0.121
H 3.7360 0.5480 -2.6896 -0.2 0.1 -0.1 0.126
H 1.4511 1.3272 -3.7879 0.5 0.2 0.2 0.092
H 0.1805 1.7774 -2.7066 -0.3 -0.4 0.1 0.069
H 1.4791 2.8211 -2.6950 0.7 -0.1 -0.5 0.065
H 1.6600 -0.9164 -2.9031 0.5 0.2 0.0 0.109
H 1.8899 -1.2389 -1.1462 0.3 -0.2 -0.4 0.101
H 0.3159 -0.7230 -1.7779 1.5 1.9 -2.4 0.049
H 2.3119 4.6432 0.6167 0.1 -0.3 -0.2 0.103
H 0.6832 4.0214 0.4513 -0.1 0.0 0.5 0.078
H 1.5969 4.0196 -0.9437 0.7 0.3 -0.1 0.071
H -0.2239 2.1752 -0.3953 -0.7 0.3 0.1 0.140
```
Forces are in eV/Å.